The molecule C3H6N2O, computed with ωB97M-V with the def2-TZVPD basis set.

Each line ends with the natural charge from an NBO analysis.
Cartesian coordinates (Å):
H -0.840 -2.219 0.098  0.35
N -1.379 -1.423 -0.252  -0.57
C -0.811 -0.346 0.106  0.31
C -1.495 0.929 -0.309  0.37
O -1.040 2.021 -0.060  -0.50
N 0.411 -0.248 0.807  -0.66
C 1.581 -0.039 -0.064  -0.41
H -2.433 0.774 -0.873  0.14
H 0.341 0.536 1.448  0.38
H 1.408 -0.493 -1.044  0.20
H 2.464 -0.517 0.367  0.20
H 1.792 1.024 -0.224  0.20

Total charge: 0
DFT total energy in hartree: -302.6281
Relative energy (zero: lowest compared OMol25 entry of this formula, charge and spin) in kJ/mol: 170.6
Highest occupied orbital energy in eV: -9.74
Orbital gap in eV: 9.7
SMILES: [H]/N=C(/C=O)NC